Entry 1:
{
  "formula": "C3H2HgO4",
  "method": "the ωB97M-V functional and the def2-TZVPD basis",
  "homo_energy_ev": -8.950,
  "total_energy_ha": -569.758302,
  "charge": 0,
  "species": ["H", "C", "C", "O", "C", "O", "O", "Hg", "O", "H"],
  "xyz": [[1.737081, 0.765362, -0.453703], [1.113839, -0.796635, 0.794969], [0.994163, -0.044081, -0.325515], [-0.282643, -0.052224, -0.906454], [-1.179900, 1.043046, -0.713493], [-0.861405, 2.159891, -1.040450], [-2.249524, 0.584479, -0.199591], [-1.505752, -1.176211, 0.353152], [0.111460, -1.489369, 1.309346], [2.122680, -0.994258, 1.181739]],
  "forces_ev_per_a": [[-0.733, -0.690, -0.937], [0.415, -0.018, -1.432], [0.961, 0.922, 1.658], [2.434, 1.829, -2.437], [1.237, 2.652, -1.169], [-0.405, -1.178, 0.456], [-2.276, 1.544, -0.607], [-4.089, -3.309, 1.580], [2.979, -2.020, 2.607], [-0.524, 0.268, 0.281]]
}

=====

Entry 2:
{
  "formula": "C3H2IN3O2",
  "method": "the ωB97M-V functional and the def2-TZVPD basis",
  "homo_energy_ev": [-8.675, -8.675],
  "de_lowest_kj_mol": 86.3,
  "total_energy_ha": -727.717520,
  "charge": 0,
  "species": ["C", "C", "C", "N", "N", "N", "O", "O", "I", "H", "H"],
  "xyz": [[-0.628158, 0.629423, 0.385543], [0.356736, 0.355889, -0.597919], [-1.000350, 2.952311, 1.106697], [-1.048756, 1.796285, 0.707139], [1.163346, 1.359199, -0.876561], [2.257273, 1.229354, -1.748499], [2.190183, 0.182840, -2.383404], [2.959217, 2.179044, -1.929444], [-2.154906, 4.629762, 0.711322], [-1.181585, -0.275363, 0.662811], [0.447576, -0.775103, -0.954799]],
  "forces_ev_per_a": [[-1.333, -2.315, -0.869], [2.694, -0.293, -1.011], [-0.535, -1.664, -0.536], [0.600, 2.948, 1.163], [-1.071, 0.603, 1.615], [-2.846, -2.002, -1.249], [1.776, 0.056, -0.562], [0.417, -0.137, 0.486], [0.323, -0.560, -0.097], [-0.100, 0.719, 0.475], [0.075, 2.647, 0.586]]
}

=====

Entry 3:
{
  "formula": "C3H2IrO4",
  "method": "the ωB97M-V functional and the def2-TZVPD basis",
  "homo_energy_ev": [-14.915, -15.174],
  "multiplicity": 5,
  "total_energy_ha": -520.172545,
  "charge": 1,
  "species": ["H", "C", "C", "O", "C", "O", "O", "Ir", "O", "H"],
  "xyz": [[0.429260, 1.697197, 1.184520], [0.944369, 0.553869, 1.215625], [0.715591, 0.834374, -0.208268], [0.062442, -0.215878, -0.684876], [-1.095950, -0.371042, -1.594741], [-1.287161, 0.421552, -2.471958], [-1.649634, -1.421837, -1.181285], [-0.487019, -1.665007, 0.536118], [0.341474, -0.527343, 1.785571], [2.026627, 0.694116, 1.419294]],
  "forces_ev_per_a": [[0.299, -1.770, 1.498], [0.947, 3.450, -1.089], [0.780, -1.740, -0.569], [2.032, 3.693, -0.603], [-2.330, 2.455, -4.945], [0.737, -1.655, 2.253], [0.079, -1.011, 0.988], [-1.972, -3.777, 2.161], [0.109, 0.054, -0.174], [-0.681, 0.301, 0.481]]
}

=====

Entry 4:
{
  "formula": "C3H2LiMgO3Rb",
  "method": "the ωB97M-V functional and the def2-TZVPD basis",
  "homo_energy_ev": [-6.736, -8.133],
  "de_lowest_kj_mol": 97.7,
  "multiplicity": 2,
  "total_energy_ha": -572.486421,
  "charge": 1,
  "species": ["C", "C", "O", "H", "H", "Mg", "Li", "O", "C", "O", "Rb"],
  "xyz": [[1.421579, 0.256725, 0.387176], [0.317268, 0.917196, -0.196207], [2.458827, -0.153387, 0.680959], [0.485825, 1.022236, -1.268525], [0.296559, 1.956176, 0.133214], [2.473261, -3.779844, 1.345379], [4.015400, -2.363999, 1.280879], [-1.357571, 0.362198, 0.057938], [-2.083926, 0.226692, -0.968805], [-2.640860, 0.762831, -1.823462], [-5.386366, 0.793174, 0.371449]],
  "forces_ev_per_a": [[-6.631, 4.063, -3.811], [7.702, 0.688, 1.078], [4.062, -2.705, 1.859], [-0.522, -0.869, -0.059], [-0.709, -0.344, 0.669], [-2.357, -2.083, 0.078], [1.941, 2.653, -0.215], [-3.445, -0.646, -0.599], [1.099, -3.722, 4.563], [-1.598, 3.026, -3.310], [0.458, -0.060, -0.252]]
}

=====

Entry 5:
{
  "formula": "C3H2MgO3Rb",
  "method": "the ωB97M-V functional and the def2-TZVPD basis",
  "homo_energy_ev": [-13.706, -10.154],
  "de_lowest_kj_mol": 179.1,
  "total_energy_ha": -565.065193,
  "charge": 1,
  "species": ["H", "O", "C", "C", "O", "O", "C", "Mg", "H", "Rb"],
  "xyz": [[0.494607, 0.348886, 4.205164], [-0.581939, -0.109746, -1.760772], [-0.986957, 0.781509, -0.833012], [0.449664, -0.874373, -1.494854], [-2.104753, 1.303629, -0.970852], [-0.303015, 0.957515, 0.214685], [1.318525, -1.671860, -1.248474], [-1.939562, 2.141343, 0.885068], [2.007451, -2.461824, -1.004992], [1.645978, -0.415080, 2.008038]],
  "forces_ev_per_a": [[-0.241, 0.163, 0.346], [0.217, -0.077, -0.772], [-0.647, -0.219, 1.188], [0.625, -0.749, 0.537], [0.031, 0.180, -0.628], [0.657, -0.011, 0.257], [-0.516, 0.328, 0.060], [-0.055, 0.060, 0.002], [-0.162, 0.382, -0.336], [0.091, -0.056, -0.653]]
}

=====

Entry 6:
{
  "formula": "C3H2N2",
  "method": "the ωB97M-V functional and the def2-TZVPD basis",
  "homo_energy_ev": -10.335,
  "de_lowest_kj_mol": 349.4,
  "total_energy_ha": -224.864104,
  "charge": 0,
  "species": ["C", "C", "C", "N", "N", "H", "H"],
  "xyz": [[1.013482, 0.693813, 0.535461], [1.204687, 0.562141, 1.752599], [0.489910, 0.687007, -0.690110], [-1.596033, -1.171375, 0.036747], [-1.639817, -1.986094, 0.770801], [-0.318295, 1.251622, -0.853957], [0.846065, -0.037112, -1.551540]],
  "forces_ev_per_a": [[-0.651, 0.174, -3.654], [0.629, -0.275, 2.922], [3.727, -3.625, -0.174], [-0.181, -1.071, 0.871], [0.031, 0.944, -0.856], [-2.968, 2.207, -0.986], [-0.588, 1.645, 1.876]]
}

=====

Entry 7:
{
  "formula": "C3H2N2O",
  "method": "the ωB97M-V functional and the def2-TZVPD basis",
  "homo_energy_ev": -10.740,
  "de_lowest_kj_mol": 268.6,
  "smiles": "O=C1C=NN=C1",
  "total_energy_ha": -300.129094,
  "charge": 0,
  "species": ["C", "C", "C", "H", "H", "N", "N", "O"],
  "xyz": [[0.369673, -0.737372, -0.151407], [-1.010554, -0.346842, -0.361666], [0.733988, 0.509842, 0.806899], [-1.782756, -0.892335, -0.720533], [1.602798, 0.496334, 1.376843], [-1.236623, 0.786839, 0.052075], [0.024675, 1.579533, 0.581005], [1.013119, -1.590296, -0.856353]],
  "forces_ev_per_a": [[2.656, -2.422, -2.707], [1.489, -0.062, 0.349], [0.219, 1.274, -1.810], [-2.128, -1.873, -1.236], [1.668, 0.280, 0.776], [-1.575, 4.305, 0.071], [-0.122, -5.458, 0.496], [-2.207, 3.956, 4.062]]
}

=====

Entry 8:
{
  "formula": "C3H2N2O",
  "method": "the ωB97M-V functional and the def2-TZVPD basis",
  "homo_energy_ev": -10.317,
  "de_lowest_kj_mol": 99.1,
  "total_energy_ha": -300.193660,
  "charge": 0,
  "species": ["C", "C", "C", "N", "N", "O", "H", "H"],
  "xyz": [[-1.908142, -0.031088, 0.123983], [2.213987, -0.625002, 0.236014], [-0.585798, 0.478134, 0.207567], [-2.965618, -0.453654, -0.001106], [0.415453, -0.006120, -0.414202], [3.054160, 0.108573, -0.001070], [-0.433546, 1.333793, 0.860322], [0.209506, -0.804639, -1.011510]],
  "forces_ev_per_a": [[-0.496, -0.349, -0.135], [2.169, -0.358, 0.581], [1.183, 0.075, -0.071], [-0.366, -0.100, 0.026], [-1.799, 1.128, -0.601], [-0.445, -0.320, 0.144], [0.023, 0.000, -0.033], [-0.269, -0.076, 0.090]]
}

=====

Number 1: largest force on an atom 5.49 eV/A. Number 2: largest force on an atom 3.70 eV/A. Number 3: largest force on an atom 5.99 eV/A. Number 4: largest force on an atom 8.66 eV/A. Number 5: largest force on an atom 1.37 eV/A. Number 6: largest force on an atom 5.20 eV/A. Number 7: largest force on an atom 6.08 eV/A. Number 8: largest force on an atom 2.27 eV/A.